[1]
Entry from OMol25: a cluster of 13 separate species, C48H150N21O13P7 in total in a non-equilibrium geometry (ωB97M-V with the def2-TZVPD basis set).

The value obtained for the HOMO energy is -8.12 eV. The total energy comes out at -175144.4936 eV. The calculation puts the HOMO-LUMO gap at 8.559 eV. The molecular weight is 1446.68 g/mol.

The geometry in ORCA input format:
```
! RIJCOSX wB97M-V def2-TZVPD def2/J DEFGRID3
* xyz 0 1
P 15.45 11.28 16.37
P 17.46 16.65 19.20
P 16.87 14.59 11.63
P 12.36 15.39 23.88
P 21.91 18.19 20.12
P 13.88 20.36 17.41
P 18.52 21.83 14.28
O 15.18 20.53 20.77
O 17.10 22.05 13.97
O 17.50 12.40 25.10
O 12.77 15.68 25.24
O 14.49 15.36 27.69
O 15.17 19.94 18.04
O 12.74 13.50 16.34
O 15.41 12.74 16.28
O 16.62 17.66 19.88
O 17.86 18.31 25.31
O 21.03 17.04 19.94
O 16.71 13.60 10.54
O 16.47 10.59 23.03
N 13.42 14.18 23.25
N 13.51 19.48 15.99
N 12.68 20.48 18.43
N 14.06 21.92 16.86
N 17.07 10.76 16.14
N 22.72 18.45 18.75
N 17.78 14.04 12.92
N 12.43 16.62 22.74
N 15.33 15.02 12.34
N 23.15 17.91 21.27
N 14.54 10.58 15.19
N 21.24 19.63 20.65
N 17.73 15.99 11.26
N 18.50 17.37 18.14
N 10.72 14.98 23.67
N 18.88 20.25 14.02
N 16.55 15.51 18.33
N 19.71 22.63 13.44
N 18.24 15.70 20.27
N 18.90 22.28 15.82
N 14.80 10.49 17.68
C 17.49 9.51 15.48
C 12.45 14.75 16.89
C 18.01 19.39 13.30
C 14.15 15.00 11.45
C 12.21 18.73 15.88
C 20.10 19.68 14.60
C 18.05 13.58 24.51
C 17.88 22.41 16.85
C 20.26 22.42 16.34
C 15.72 19.79 21.90
C 23.23 17.34 17.94
C 19.17 15.94 11.03
C 24.50 18.23 21.13
C 18.16 14.77 14.10
C 15.84 16.10 17.13
C 18.69 16.29 21.53
C 22.74 19.67 17.96
C 19.12 18.67 24.71
C 18.63 14.29 20.18
C 19.50 16.59 17.44
C 17.16 16.75 10.15
C 11.63 17.79 22.96
C 13.15 13.66 21.88
C 22.60 17.47 22.61
C 14.59 11.16 13.80
C 13.74 22.31 15.52
C 18.03 18.56 17.43
C 22.05 20.59 21.41
C 15.52 15.91 26.83
C 17.94 12.63 13.17
C 18.18 11.66 16.69
C 19.63 24.07 13.45
C 14.14 9.19 15.16
C 14.44 22.97 17.80
C 15.68 10.11 18.78
C 19.93 20.13 20.16
C 14.69 13.87 23.82
C 13.67 16.95 22.06
C 13.34 10.60 17.94
C 15.17 16.00 13.46
C 14.34 19.22 14.88
C 11.47 21.35 18.26
C 12.55 19.32 19.44
C 10.01 14.38 24.80
C 17.49 9.78 22.53
C 20.07 22.23 12.09
C 15.51 14.91 19.20
C 10.05 14.71 22.37
H 20.26 19.99 15.60
H 12.21 19.58 20.43
H 15.02 19.90 22.69
H 19.12 13.60 24.72
H 20.35 17.18 17.04
H 22.46 20.49 18.65
H 17.72 12.08 12.25
H 13.11 11.44 18.58
H 11.96 18.47 19.00
H 15.42 14.10 23.13
H 14.11 18.29 14.45
H 16.72 10.09 18.42
H 9.93 13.27 24.75
H 20.96 22.07 15.59
H 19.63 14.25 19.80
H 12.79 21.86 15.20
H 18.27 17.26 21.78
H 19.99 20.85 19.30
H 8.92 14.78 24.77
H 9.05 15.17 22.26
H 19.48 19.20 19.82
H 15.80 15.22 26.04
H 10.72 15.17 21.64
H 12.80 12.60 21.86
H 15.22 23.62 17.37
H 17.12 8.73 22.22
H 22.54 17.09 17.14
H 18.34 9.61 23.18
H 12.91 10.78 16.97
H 16.90 22.58 16.40
H 13.55 23.60 17.90
H 18.02 12.75 16.64
H 13.66 8.94 16.11
H 17.28 12.29 13.97
H 11.44 18.25 22.01
H 19.21 22.66 11.46
H 12.37 14.26 21.49
H 13.40 9.03 14.31
H 13.25 15.10 17.57
H 18.62 9.58 15.33
H 21.53 17.36 22.54
H 10.65 20.74 18.56
H 20.33 24.46 12.71
H 14.27 17.72 22.54
H 15.18 16.97 17.46
H 19.81 15.88 18.20
H 20.56 23.43 16.75
H 14.90 14.41 24.73
H 17.66 18.56 13.89
H 16.71 20.12 22.28
H 18.54 13.83 21.14
H 13.59 23.40 15.49
H 14.42 14.42 10.57
H 17.66 14.38 15.00
H 11.34 19.27 16.32
H 17.15 19.01 17.99
H 22.93 20.11 21.97
H 13.55 10.94 13.50
H 19.89 24.57 14.40
H 18.17 23.27 17.42
H 11.92 18.73 14.83
H 14.15 16.09 13.79
H 15.77 18.73 21.75
H 19.77 16.31 21.48
H 13.45 17.32 21.02
H 17.03 19.86 13.17
H 11.53 14.65 17.52
H 23.68 19.79 17.56
H 14.76 12.78 24.00
H 13.42 14.38 12.04
H 20.95 19.72 13.93
H 16.37 16.25 27.39
H 19.73 16.89 10.98
H 16.82 16.09 9.32
H 15.02 8.52 14.98
H 12.36 15.61 16.22
H 17.84 10.22 21.55
H 14.55 22.03 14.84
H 10.42 14.66 25.80
H 18.06 15.92 14.07
H 23.34 16.41 18.56
H 19.23 14.70 14.30
H 18.23 15.61 22.32
H 18.80 19.34 17.34
H 17.95 17.42 9.78
H 17.77 21.54 17.55
H 22.08 19.74 17.04
H 19.09 16.13 16.54
H 17.80 18.30 16.38
H 15.41 19.13 15.10
H 24.87 19.08 21.74
H 17.31 12.54 26.01
H 14.20 19.92 14.05
H 13.76 15.08 27.12
H 19.98 21.16 12.01
H 18.41 19.03 12.28
H 17.96 13.84 19.48
H 16.32 17.35 10.46
H 23.02 16.52 22.98
H 14.56 15.60 19.25
H 19.87 18.66 14.79
H 15.23 13.99 18.64
H 17.19 8.63 16.06
H 15.24 15.30 16.68
H 21.05 22.71 11.92
H 21.34 21.05 22.15
H 17.58 14.46 24.86
H 18.93 12.46 13.56
H 17.91 18.80 26.11
H 10.72 17.56 23.47
H 15.34 10.64 13.14
H 14.76 12.23 13.78
H 18.65 24.54 13.13
H 22.86 18.20 23.41
H 13.53 18.87 19.53
H 19.90 18.26 25.41
H 14.07 13.68 21.32
H 15.43 17.00 13.13
H 16.61 16.26 16.41
H 15.32 9.11 19.14
H 14.62 22.44 18.74
H 15.41 20.02 19.97
H 17.82 13.47 23.49
H 19.16 11.52 16.13
H 19.45 20.76 20.97
H 12.17 18.56 23.49
H 13.64 13.36 16.11
H 9.98 13.68 22.15
H 13.76 16.05 11.29
H 11.56 22.22 18.87
H 19.18 18.11 23.75
H 15.74 10.76 19.67
H 24.80 18.56 20.16
H 11.28 21.59 17.18
H 18.48 11.48 17.81
H 19.56 15.23 11.76
H 13.03 9.70 18.41
H 25.08 17.32 21.43
H 16.73 10.90 23.91
H 19.20 19.79 24.52
H 12.43 17.75 16.26
H 19.36 15.36 10.08
H 22.38 21.36 20.75
H 15.84 15.73 14.33
H 17.16 9.55 14.45
H 15.89 14.73 20.22
H 20.37 21.76 17.19
H 24.28 17.70 17.56
H 15.18 16.78 26.24
H 14.37 16.13 21.95
*
```

Löwdin atomic charge list, values in e, 99 entries:
1 P 0.51
2 P 0.50
3 P 0.56
4 P 0.57
5 P 0.50
6 P 0.49
7 P 0.49
8 O -0.14
9 O -0.28
10 O -0.12
11 O -0.26
12 O -0.13
13 O -0.30
14 O -0.11
15 O -0.28
16 O -0.26
17 O -0.13
18 O -0.26
19 O -0.29
20 O -0.14
21 N -0.28
22 N -0.27
23 N -0.25
24 N -0.32
25 N -0.29
26 N -0.31
27 N -0.30
28 N -0.30
29 N -0.28
30 N -0.31
31 N -0.31
32 N -0.30
33 N -0.31
34 N -0.28
35 N -0.30
36 N -0.29
37 N -0.26
38 N -0.32
39 N -0.29
40 N -0.28
41 N -0.30
42 C -0.10
43 C -0.18
44 C -0.14
45 C -0.12
46 C -0.06
47 C -0.08
48 C -0.11
49 C -0.09
50 C -0.13
51 C -0.16
52 C -0.10
53 C -0.12
54 C -0.16
55 C -0.16
56 C -0.10
57 C -0.10
58 C -0.10
59 C -0.15
60 C -0.07
61 C -0.10
62 C -0.13
63 C -0.11
64 C -0.07
65 C -0.08
66 C -0.08
67 C -0.12
68 C -0.12
69 C -0.10
70 C -0.15
71 C -0.11
72 C -0.11
73 C -0.14
74 C -0.11
75 C -0.09
76 C -0.11
77 C -0.06
78 C -0.11
79 C -0.08
80 C -0.07
81 C -0.10
82 C -0.14
83 C -0.06
84 C -0.07
85 C -0.13
86 C -0.19
87 C -0.10
88 C -0.15
89 C -0.10
90 H 0.03
91 H 0.07
92 H 0.05
93 H 0.09
94 H 0.07
95 H 0.08
96 H 0.08
97 H 0.08
98 H 0.09
99 H 0.05

[2]
Entry from OMol25: a structure of composition C48H34Cl5N2OP2S2Ti in a non-equilibrium geometry (ωB97M-V with the def2-TZVPD basis set).

Its relative energy (zero: lowest compared OMol25 entry of this formula, charge and spin) is 119.40 kcal/mol. The value obtained for the HOMO energy (alpha / beta) is -9.75 / -10.09 eV. The total energy comes out at -181322.5718 eV. The expectation value of S² is 2.0483. The calculation puts the HOMO-LUMO gap (alpha / beta) at 6.638 / 5.350 eV. The molecular weight is 1006.03 g/mol.

The geometry in ORCA input format:
```
! RIJCOSX wB97M-V def2-TZVPD def2/J DEFGRID3
* xyz 1 3
Ti 1.28 0.78 -0.46
Cl 3.78 0.97 -0.02
Cl 6.16 2.54 -1.41
Cl 2.66 4.07 -5.22
Cl 5.56 4.05 -4.09
Cl 0.39 2.60 -3.67
S -1.35 3.43 5.33
S 1.65 -0.87 -2.23
P -0.17 -1.60 0.13
P -1.09 0.81 -1.33
O 2.84 -0.75 -3.04
N 1.18 1.34 1.29
N 0.63 2.40 6.70
C -0.74 -3.93 3.45
C 1.66 -0.12 3.33
C -2.51 -2.31 3.37
C -2.02 -1.83 2.17
C -2.92 -1.31 -1.06
C -0.96 -0.07 -2.94
C 0.97 0.63 4.41
C 1.33 -1.02 0.99
C -3.59 0.75 -0.02
C 2.19 2.02 -1.80
C 0.09 -4.30 -0.77
C 4.01 -0.50 2.57
C -2.06 -0.14 -3.79
C -2.66 0.03 -0.76
C 0.47 -2.96 -0.91
C 0.69 1.94 4.33
C -1.73 2.51 -1.55
C -1.47 3.30 -0.43
C -1.99 -0.82 -5.00
C 1.98 -3.59 -2.69
C 1.19 2.52 1.92
C 3.71 -1.55 1.67
C 4.57 2.61 -2.04
C 1.66 -4.92 -2.49
C -2.01 4.57 -0.32
C -4.77 0.15 0.38
C -0.23 -3.45 2.26
C 0.94 2.82 3.23
C 0.20 -0.74 -3.33
C 2.99 3.29 -3.73
C -0.81 -1.44 -5.38
C 2.52 -1.77 1.01
C -2.50 3.03 -2.59
C 0.95 0.09 1.96
C 1.36 -2.62 -1.93
C 1.97 2.67 -3.02
C 3.52 1.99 -1.39
C -1.88 -3.36 4.01
C -5.04 -1.17 0.06
C -4.11 -1.90 -0.66
C 0.05 2.58 5.51
C 4.29 3.29 -3.23
C -2.80 5.07 -1.34
C -0.89 -2.42 1.60
C -3.02 4.31 -2.48
C 3.11 0.22 3.26
C 0.28 -1.40 -4.54
C 0.70 -5.27 -1.56
H 1.41 3.36 1.25
H -3.61 4.72 -3.29
H -0.24 -4.74 3.96
H -0.76 -1.98 -6.31
H -0.15 0.01 2.15
H -3.38 -1.85 3.81
H 0.43 -6.30 -1.41
H -2.51 -1.00 1.67
H 0.68 -3.87 1.85
H 3.44 1.05 3.86
H -5.49 0.73 0.95
H -2.69 2.46 -3.48
H -3.39 1.78 0.24
H -4.31 -2.93 -0.91
H 5.06 -0.26 2.70
H -2.22 -1.90 -1.64
H 1.21 -1.89 -4.80
H 2.73 -3.29 -3.41
H 0.90 3.87 3.47
H -5.97 -1.62 0.37
H 4.53 -2.20 1.40
H -3.23 6.05 -1.26
H -0.64 -4.57 -0.03
H -1.82 5.17 0.56
H -2.26 -3.74 4.94
H 0.71 0.07 5.30
H -2.86 -0.86 -5.64
H 1.53 1.96 6.78
H -0.85 2.89 0.37
H 2.54 -2.62 0.34
H 0.22 2.82 7.52
H 2.16 -5.69 -3.07
H 1.56 -1.20 3.53
H -2.99 0.32 -3.49
*
```

Okay, here come the Löwdin numbers, in e, for every atom:
1 Ti 0.50
2 Cl 0.90
3 Cl 0.73
4 Cl 0.72
5 Cl 0.73
6 Cl 0.84
7 S 0.67
8 S 0.89
9 P 1.07
10 P 1.01
11 O -0.40
12 N -0.18
13 N 0.10
14 C -0.06
15 C -0.22
16 C -0.05
17 C -0.09
18 C -0.15
19 C -0.39
20 C -0.01
21 C -0.40
22 C -0.07
23 C -0.31
24 C -0.06
25 C -0.13
26 C -0.08
27 C -0.37
28 C -0.35
29 C -0.28
30 C -0.42
31 C -0.12
32 C -0.04
33 C -0.05
34 C -0.15
35 C -0.07
36 C -0.69
37 C -0.04
38 C -0.06
39 C -0.06
40 C -0.10
41 C -0.05
42 C -0.34
43 C -0.69
44 C -0.03
45 C -0.11
46 C -0.12
47 C -0.31
48 C -0.36
49 C -0.65
50 C -0.65
51 C -0.06
52 C -0.07
53 C -0.06
54 C -0.87
55 C -0.69
56 C -0.06
57 C -0.33
58 C -0.06
59 C 0.00
60 C -0.05
61 C -0.04
62 H 0.13
63 H 0.11
64 H 0.11
65 H 0.12
66 H 0.15
67 H 0.11
68 H 0.11
69 H 0.09
70 H 0.11
71 H 0.13
72 H 0.11
73 H 0.09
74 H 0.11
75 H 0.11
76 H 0.12
77 H 0.09
78 H 0.12
79 H 0.12
80 H 0.10
81 H 0.11
82 H 0.12
83 H 0.11
84 H 0.11
85 H 0.11
86 H 0.11
87 H 0.12
88 H 0.12
89 H 0.11
90 H 0.08
91 H 0.11
92 H 0.10
93 H 0.12
94 H 0.16
95 H 0.11

[3]
Entry from OMol25: a structure of composition C48H34N5OPmS in a non-equilibrium geometry (ωB97M-V with the def2-TZVPD basis set).

The value obtained for the HOMO energy (alpha / beta) is -6.89 / -6.89 eV. The total energy comes out at -87212.9089 eV. The expectation value of S² is 6.0054. The calculation puts the HOMO-LUMO gap (alpha / beta) at 5.377 / 5.376 eV. The molecular weight is 873.90 g/mol.

The geometry in ORCA input format:
```
! RIJCOSX wB97M-V def2-TZVPD def2/J DEFGRID3
* xyz 0 5
Pm 11.93 12.60 11.09
S 7.07 13.53 8.25
O 11.00 13.42 12.78
N 13.07 10.40 11.26
N 9.56 14.27 8.44
N 11.46 15.10 9.66
N 10.22 11.07 10.58
N 14.36 13.04 11.36
C 12.27 18.08 13.07
C 8.06 13.72 6.77
C 8.72 10.84 8.80
C 8.21 15.33 10.26
C 7.20 16.44 12.15
C 9.97 6.90 11.22
C 10.35 9.88 10.10
C 13.13 13.81 8.95
C 12.51 9.18 10.99
C 7.84 17.65 11.86
C 11.95 13.43 8.21
C 9.40 9.67 8.99
C 8.44 14.07 9.38
C 12.89 18.94 10.92
C 12.73 14.80 9.86
C 12.36 19.17 12.18
C 10.99 5.44 9.09
C 19.39 9.68 13.18
C 16.02 13.45 12.87
C 15.56 14.67 12.47
C 12.69 16.80 12.61
C 8.91 12.99 10.28
C 7.42 15.30 11.38
C 9.67 5.57 11.09
C 14.49 14.43 11.51
C 18.37 9.20 13.93
C 17.84 10.87 11.76
C 17.07 9.62 13.62
C 10.83 7.52 10.29
C 13.44 8.13 11.28
C 15.27 12.45 12.16
C 14.57 8.70 11.60
C 13.67 15.28 10.91
C 10.92 14.24 8.79
C 9.17 11.75 9.87
C 11.39 6.75 9.25
C 19.11 10.50 12.10
C 10.08 4.82 9.98
C 13.34 17.68 10.48
C 9.29 14.12 7.12
C 8.78 17.58 10.82
C 10.57 14.16 13.92
C 13.31 16.61 11.35
C 14.39 10.18 11.68
C 11.23 8.88 10.49
C 16.75 10.45 12.56
C 15.39 11.00 12.19
C 8.90 16.56 9.97
H 15.47 8.16 11.85
H 20.39 9.26 13.42
H 9.51 16.82 9.09
H 9.45 18.44 10.63
H 10.08 13.54 14.70
H 11.41 14.68 14.33
H 7.96 11.09 8.11
H 7.68 18.55 12.41
H 14.15 13.50 8.66
H 11.91 7.22 8.46
H 10.04 14.42 6.43
H 6.43 16.40 12.89
H 9.62 7.45 12.16
H 9.89 15.03 13.65
H 9.11 13.11 11.29
H 19.90 10.83 11.41
H 11.83 12.50 7.65
H 7.04 14.30 11.66
H 9.02 5.07 11.80
H 12.54 15.88 13.12
H 7.63 13.57 5.85
H 18.52 8.61 14.75
H 11.53 4.74 8.35
H 16.25 9.14 14.14
H 9.79 3.84 9.79
H 13.29 7.06 11.24
H 13.08 19.70 10.10
H 13.67 17.41 9.46
H 16.68 13.28 13.67
H 12.10 20.12 12.48
H 11.83 18.12 14.02
H 15.86 15.64 12.80
H 9.20 8.62 8.65
H 17.53 11.55 10.91
*
```

Okay, here come the Löwdin numbers, in e, for every atom:
1 Pm 1.78
2 S 0.98
3 O -0.52
4 N -0.01
5 N -0.06
6 N 0.15
7 N -0.03
8 N 0.00
9 C -0.03
10 C -0.34
11 C 0.02
12 C -0.16
13 C -0.08
14 C -0.02
15 C -0.27
16 C -0.14
17 C -0.21
18 C -0.06
19 C -0.03
20 C 0.05
21 C -0.52
22 C -0.08
23 C -0.41
24 C -0.08
25 C -0.08
26 C -0.10
27 C 0.01
28 C 0.03
29 C 0.02
30 C -0.06
31 C -0.06
32 C -0.09
33 C -0.25
34 C -0.08
35 C -0.04
36 C -0.03
37 C -0.24
38 C 0.00
39 C -0.21
40 C 0.00
41 C -0.08
42 C -0.36
43 C -0.25
44 C -0.04
45 C -0.09
46 C -0.07
47 C -0.03
48 C -0.19
49 C -0.11
50 C -0.20
51 C -0.20
52 C -0.18
53 C -0.13
54 C -0.20
55 C -0.06
56 C -0.04
57 H 0.11
58 H 0.12
59 H 0.12
60 H 0.11
61 H 0.08
62 H 0.04
63 H 0.06
64 H 0.09
65 H 0.13
66 H 0.11
67 H 0.12
68 H 0.09
69 H 0.15
70 H 0.09
71 H 0.09
72 H 0.11
73 H 0.11
74 H 0.13
75 H 0.10
76 H 0.08
77 H 0.03
78 H 0.08
79 H 0.13
80 H 0.11
81 H 0.07
82 H 0.13
83 H 0.12
84 H 0.13
85 H 0.10
86 H 0.07
87 H 0.09
88 H 0.12
89 H 0.13
90 H 0.14